[1]
Computed, not measured: 2 unconnected molecules or ions with the total composition C37H43NO at a distorted geometry, with the ωB97M-V functional and the def2-TZVPD basis.

Each line ends with the Löwdin charge.
Cartesian coordinates (Å):
C -4.95480 -3.60380 1.74318  -0.0929
C -3.79762 -2.59963 1.70224  -0.5559
C -3.95906 -1.74386 0.44725  -0.0654
C -3.86744 -1.74049 2.96631  -0.0559
C -2.43374 -3.33961 1.65597  -0.1005
C -1.16796 -2.59522 1.52451  -0.3332
O -1.14004 -1.34808 1.30351  -0.1322
C 0.07596 -3.36716 1.63610  -0.1069
C 1.46231 -2.65560 1.66192  -0.5349
C 2.60992 -3.67308 1.73872  -0.0854
C 1.53062 -1.75724 2.90057  -0.0526
C 1.63943 -1.85459 0.37396  -0.0634
C 0.00488 -4.74286 1.70883  -0.0923
C -1.20249 -5.43703 1.73299  -0.1300
C -2.39590 -4.72036 1.72698  -0.0876
H -4.90620 -4.22692 2.64498  0.0804
H -5.92112 -3.08900 1.75256  0.0782
H -4.93664 -4.25406 0.85970  0.0822
H -3.15309 -1.01108 0.39250  0.0600
H -3.91437 -2.38911 -0.43765  0.0858
H -4.92703 -1.23039 0.45808  0.0739
H -3.04806 -1.01860 2.98343  0.0711
H -4.82257 -1.20427 3.00442  0.0752
H -3.79563 -2.38316 3.85200  0.0851
H 2.59281 -4.34478 0.86963  0.0814
H 3.58307 -3.16692 1.74043  0.0752
H 2.54750 -4.27299 2.65650  0.0841
H 0.72106 -1.02383 2.89000  0.0588
H 1.43277 -2.37249 3.80404  0.0903
H 2.49111 -1.23070 2.94548  0.0736
H 0.78695 -1.19433 0.22539  0.0334
H 2.55560 -1.25570 0.40638  0.0645
H 1.69956 -2.53354 -0.48635  0.0948
H 0.92039 -5.32960 1.75606  0.0845
H -1.21470 -6.52233 1.77775  0.0794
H -3.32203 -5.29385 1.78227  0.0866
C 4.91071 -1.97539 -1.75805  -0.0714
C 4.29422 -2.25283 -2.98485  -0.0662
C 3.49893 -1.28962 -3.60231  -0.0400
C 3.29194 -0.05247 -2.98469  -0.2283
C 2.37809 0.94164 -3.65684  -0.0890
N 1.63948 1.80126 -2.70102  -0.0671
C 1.82383 3.26816 -2.83868  -0.0889
C 0.56647 4.05819 -3.10956  -0.2447
C 0.38828 5.29547 -2.47428  -0.0490
C -0.81578 5.98569 -2.62787  -0.0745
C -1.81779 5.46614 -3.45388  -0.0787
C -1.59836 4.27925 -4.16191  -0.0645
C -0.39159 3.58662 -4.01310  -0.0307
C 0.96396 1.25652 -1.68784  0.0126
C 0.29400 2.01434 -0.71277  -0.0196
C -0.09827 1.56596 0.54377  0.0756
C -0.65000 2.50080 1.49543  -0.1957
C -0.35818 2.38291 2.87867  0.0017
C -0.82842 3.33041 3.78030  -0.0653
C -1.62680 4.39656 3.33559  -0.0626
C -1.91252 4.53083 1.96684  -0.0722
C -1.44624 3.58988 1.05635  -0.0225
C 3.95260 0.25018 -1.78844  -0.0476
C 4.75278 -0.71515 -1.17043  -0.0812
H 5.51804 -2.73335 -1.26548  0.1092
H 4.43333 -3.22242 -3.46364  0.1094
H 3.00553 -1.48419 -4.55859  0.1168
H 2.94331 1.61249 -4.31626  0.1292
H 1.64128 0.40346 -4.27884  0.1372
H 2.31968 3.64365 -1.92600  0.1404
H 2.51599 3.39486 -3.68583  0.1316
H 1.19474 5.69263 -1.85165  0.1197
H -0.96170 6.92928 -2.09994  0.1086
H -2.76605 5.99478 -3.55389  0.1071
H -2.36018 3.88543 -4.83508  0.1093
H -0.19152 2.67624 -4.58492  0.1172
H 0.93385 0.16143 -1.62449  0.1574
H 0.10147 3.05869 -0.97512  0.0918
H 0.10312 0.54926 0.86049  0.0915
H 0.27354 1.55440 3.20181  0.1182
H -0.57517 3.24210 4.83673  0.1096
H -1.99188 5.14063 4.04529  0.1071
H -2.50422 5.37567 1.61195  0.1059
H -1.68924 3.67439 -0.00749  0.1142
H 3.81526 1.23403 -1.32881  0.1166
H 5.25600 -0.47258 -0.23136  0.1128

[2]
Computed, not measured: a molecular structure, C37H43O3SiY at a distorted geometry, with the ωB97M-V functional and the def2-TZVPD basis.

Each line ends with the Löwdin charge.
Cartesian coordinates (Å):
O -0.69550 1.44403 -3.86136  -0.1310
C 0.71881 1.73756 -4.15959  -0.1382
C 0.18422 2.59169 -5.29805  -0.0689
H 1.26598 0.83128 -4.41551  0.1067
H 1.17465 2.32157 -3.33433  0.0826
C -1.18549 2.65054 -4.51139  -0.5136
H 0.03817 1.86870 -6.11031  0.0919
H 0.75672 3.45559 -5.59528  0.1055
C -2.44799 2.38942 -5.30919  -0.0119
H -2.44287 1.33085 -5.58605  0.0670
H -2.39722 2.99899 -6.21805  0.0927
H -3.36111 2.71286 -4.78587  0.0879
C -1.32693 3.78155 -3.46254  -0.0086
H -0.30277 4.14963 -3.24611  0.0790
H -1.69346 3.39246 -2.48930  0.0665
H -1.98544 4.60490 -3.78794  0.0877
Y -0.24850 0.27313 0.12214  1.4902
C 0.18440 2.43833 1.42994  -0.1912
C 1.50647 1.90181 1.28462  -0.1835
C 1.87168 1.95309 -0.08733  -0.1820
H 2.13857 1.56310 2.10479  0.0846
C 0.83802 2.68097 -0.78053  -0.1811
C -0.20542 2.93828 0.13951  -0.2118
H -1.09649 3.53875 -0.08659  0.1041
H -0.35795 2.59137 2.36678  0.1100
H 2.82267 1.63481 -0.52435  0.0967
H 0.92518 3.12279 -1.76419  0.0597
C -2.53996 0.00582 1.19322  -0.1760
C -2.60271 1.22647 0.44037  -0.1988
C -2.52258 0.89807 -0.95023  -0.1916
H -2.85316 2.20638 0.86497  0.1130
C -2.35292 -0.52327 -1.06345  -0.2022
C -2.39522 -1.07599 0.26660  -0.1990
H -2.36219 -2.13882 0.53711  0.1101
H -2.68247 -0.07913 2.27804  0.0941
H -2.68335 1.58352 -1.78855  0.0926
H -2.31507 -1.08106 -2.01527  0.1090
O -0.27025 -0.90377 -5.21865  -0.1510
C -0.91326 -0.64229 -6.53291  -0.1768
C 0.01149 -1.10619 -7.66043  -0.1628
H -1.08547 0.41821 -6.65775  0.0687
H -1.91297 -1.10903 -6.59166  0.1272
C 0.96510 -2.10583 -6.99087  -0.1629
H 0.57610 -0.22154 -8.01720  0.1125
H -0.48754 -1.60132 -8.50849  0.1139
C 0.51235 -2.07103 -5.50008  -0.2078
H 2.02203 -1.81198 -7.10752  0.1062
H 0.85555 -3.11228 -7.42146  0.1059
H 1.33978 -2.13895 -4.78661  0.1147
H -0.06782 -3.01116 -5.40321  0.1155
O 0.25560 -0.68684 1.86848  -0.4245
Si 0.55469 -1.05723 3.40579  0.4532
C 1.59617 0.21464 4.28231  -0.2386
C 2.97298 0.22929 4.01979  -0.1142
C 3.79498 1.21999 4.57574  -0.0824
C 3.24755 2.18988 5.42187  -0.0880
C 1.87904 2.15894 5.70639  -0.0788
C 1.06491 1.16822 5.14764  -0.0820
C -1.02090 -1.31554 4.34877  -0.2181
C -1.39146 -2.61919 4.68451  -0.0780
C -2.56514 -2.85901 5.40869  -0.0812
C -3.39744 -1.79890 5.78372  -0.0873
C -3.06346 -0.49993 5.38436  -0.0813
C -1.88979 -0.26276 4.65565  -0.1308
C 1.57073 -2.61043 3.43775  -0.2565
C 2.27439 -2.98650 4.58933  -0.0882
C 3.02190 -4.18156 4.61115  -0.0829
C 3.04855 -5.00867 3.48052  -0.0944
C 2.34766 -4.62573 2.32042  -0.0879
C 1.61319 -3.43415 2.30734  -0.0918
H 3.41840 -0.51602 3.35707  0.1120
H 4.86757 1.21323 4.38151  0.1011
H 3.87738 2.96340 5.86613  0.1010
H 1.43619 2.89646 6.37196  0.0996
H 0.01115 1.12588 5.40201  0.0778
H -0.76531 -3.45812 4.37790  0.1005
H -2.82377 -3.87429 5.69572  0.0987
H -4.29976 -1.97689 6.37089  0.1008
H -3.69527 0.33995 5.65600  0.0997
H -1.66553 0.74951 4.31678  0.0968
H 2.24368 -2.34972 5.47883  0.1113
H 3.55059 -4.47311 5.52408  0.1004
H 3.59748 -5.95679 3.51115  0.0995
H 2.36392 -5.26932 1.43818  0.0973
H 1.05527 -3.15155 1.41170  0.0918

- Energy above the lowest of the compared OMol25 structures with the same formula, charge and spin: 21.5 kJ/mol

Number 1: HOMO-LUMO gap 0.1153 hartree. Number 2: HOMO-LUMO gap 0.2813 hartree.